No. 1
Below is a molecular structure, C36H42F3KN6O2SSbSe4 in a non-equilibrium geometry, with properties calculated with wB97M-V/def2-TZVPD.

Results
- HOMO-LUMO gap (eV) = 6.07
- relative energy (zero: lowest compared OMol25 entry of this formula, charge and spin) (kcal per mole) = 17.2

Structure (ORCA input):
```
! wB97M-V def2-TZVPD RIJCOSX def2/J DEFGRID3
* xyz -1 1
N 2.67385 -0.61311 3.48038
C -0.69567 -0.61740 4.47713
C -2.68514 4.66965 -3.99940
H 1.23917 3.63800 -1.73825
C 3.34026 -0.72741 4.77365
C -0.44104 -3.78088 -1.27886
H -3.72546 0.61210 2.58413
H -4.04096 4.79153 -5.50598
C 5.15145 -0.14934 -4.30286
C -2.33310 -0.64653 1.54649
N 1.74140 -0.75769 -2.67116
C -2.18813 -3.69970 -3.45708
H -1.07244 3.96556 5.26668
H -1.21315 0.45911 -2.56403
H 0.08261 -3.51919 0.81108
C -1.74151 3.70517 -3.33551
H 3.19571 0.21563 5.29767
H -1.59828 -1.22977 4.57898
C 3.26777 -1.56112 -4.81362
F 5.99832 -1.21788 -4.29780
Se 1.99389 4.02502 1.52664
N -3.45364 4.15155 -5.00012
C -0.34207 -4.70774 -2.31210
N -1.28356 0.02197 1.77947
H -0.05136 -1.10756 3.74383
F 5.70478 0.77606 -3.54420
C 0.30339 3.30501 -2.17452
C -2.24089 -1.83537 0.60940
H -1.63588 4.43997 2.91203
H -4.22495 -1.94406 -1.80644
H 1.61392 -2.87369 -5.29247
K 1.16367 -0.04872 -0.22030
C -1.01954 0.79573 4.05947
N 0.06510 1.99630 -2.10398
H -1.06596 2.30013 0.21095
C -1.86681 2.67636 0.85187
H -3.83504 -1.65805 -3.50151
C -1.98876 2.33969 -3.27418
H -3.03171 -0.72967 -2.22323
H 1.35229 -3.07695 -0.29717
C -0.58080 4.19882 -2.76436
H -0.37586 5.26045 -2.78716
H 1.78119 1.24427 3.93028
H -4.13610 -2.83873 0.79138
H -0.66699 1.64141 5.99116
H 0.44191 -5.45531 -2.26508
H 2.91447 -1.52997 5.37643
C -1.43755 -2.80806 -1.36083
H -2.86105 -3.65685 -4.30657
F 5.18462 0.31798 -5.58237
H 1.53588 0.66892 2.27160
C -3.40987 -1.71423 -2.49955
C 2.24374 0.73336 3.08834
Se 5.28876 5.83260 3.31947
H -1.95498 3.74813 0.67833
C -1.57756 2.39284 2.30279
H 3.86025 -3.22923 2.13814
H -2.97107 -3.25890 2.03951
C 3.75601 -0.59882 -3.94874
C -1.05802 1.53139 -2.64231
H 2.33284 -3.69327 2.87464
O 2.06311 -1.43712 1.47645
C -2.32551 -2.76053 -2.44203
C 0.54334 -3.79373 -0.13898
C 2.58724 -1.61080 2.58171
Se 1.17372 5.97908 2.69815
H 3.88490 -1.88066 -5.64552
Sb 3.18725 4.77211 3.67703
O -2.76023 5.83218 -3.66003
H -0.18606 -0.62034 5.44155
Se 2.73590 3.51563 5.67278
C 2.01518 -2.12063 -4.62792
H -1.09098 -5.38810 -4.20388
H 3.63655 -3.03675 3.88778
H 4.41497 -0.88763 4.66890
S 3.42543 1.09947 -1.75410
H -3.91769 -1.10950 2.93252
H -2.79374 2.19983 0.51589
H -2.89671 1.90436 -3.67453
C -3.69119 -0.38284 2.14735
H 0.98877 -4.78358 -0.03529
C -1.19907 -4.67090 -3.40018
C -0.96305 1.84544 4.96818
C 2.95415 -0.14111 -2.85784
H 3.09949 1.32578 2.76123
C -1.50553 3.41624 3.24157
H 0.33595 -2.11533 -3.30455
C -1.19549 3.15149 4.56518
C -3.07688 -3.03552 0.97592
H -2.77984 -3.90408 0.39273
C 1.31091 -1.68543 -3.52333
C 3.14736 -2.96898 2.92020
N -1.49507 -1.75179 -0.40818
H -4.46815 -0.47380 1.38478
C -1.33413 1.09007 2.73235
H -3.24730 3.25796 -5.40606
*
```

=====

No. 2
Below is a molecular structure, C45H76AsNO3P2SSiSn, with properties calculated with wB97M-V/def2-TZVPD.

Results
- HOMO-LUMO gap (eV) = 7.32
- relative energy (zero: lowest compared OMol25 entry of this formula, charge and spin) (kcal per mole) = 0.0

Structure (ORCA input):
```
! wB97M-V def2-TZVPD RIJCOSX def2/J DEFGRID3
* xyz 0 1
P -2.20280 -0.56966 1.24029
C 2.00332 -5.25832 -2.71357
H -0.91470 -5.21910 -4.42455
H -5.45316 -0.09285 1.05420
H -3.98137 -3.37195 -3.32723
H -2.55440 3.36825 -2.39232
C 4.67676 -1.41506 -1.52799
H -0.65281 1.96237 -4.99385
H -3.35543 -0.69267 3.32393
H 5.00328 -1.62366 -2.55006
H -3.33972 2.78185 -4.64521
H -1.61050 -3.11197 2.60087
H -4.99686 -1.41427 2.13580
H -3.46087 -2.26008 0.24686
C -1.28327 -0.56731 3.84846
C -2.20037 3.98396 0.94833
H -1.50395 4.75178 -2.13634
C 3.83316 1.49600 0.86304
H 2.63401 -1.82819 -1.98249
H 1.97888 -0.79549 2.93727
H -2.18642 5.05423 0.78063
H 2.97952 -4.28777 -1.05712
O 0.88981 -4.36259 -2.68810
H 4.70876 -2.31441 2.57450
As -0.16347 2.67647 -2.57016
H -3.30995 -1.75531 -3.59018
H -1.21908 -2.62331 -5.86947
O -1.44472 -3.24325 -2.59203
H -1.09506 6.81143 -6.39282
C 1.22397 3.70422 -3.50029
C 1.53580 -6.64940 -3.12036
C 3.21081 -0.99723 -1.55072
C 3.00692 -1.85328 1.35216
H 2.43629 -4.59189 -4.71560
H -1.04875 -5.76832 1.13937
H 2.11247 3.07524 -3.56572
H -2.32271 -4.84391 -5.43022
C 2.98936 0.22877 -2.43692
H -0.13790 3.77357 0.46418
C -2.06307 -6.26715 -0.69635
H -5.77012 -1.75539 0.59493
C 4.01112 2.68448 1.53913
H 2.42523 -2.45535 3.33940
H 0.91239 3.99543 -4.50351
C -1.58504 5.92234 -6.01680
C -5.04859 -1.10413 1.09329
H 0.78050 3.25784 2.37272
C -3.38788 3.35492 1.32095
C 1.39220 1.61377 1.10773
C -1.92202 -4.80179 -4.41581
C -0.97096 -2.52178 -4.81040
H 2.00007 -5.67672 -0.58276
H -4.71730 -0.98401 -1.52791
H 4.99566 3.11017 1.67157
C -1.03843 3.26362 0.77584
H 3.59095 1.07188 -2.09203
H -2.52295 -2.96516 4.10869
H -3.74875 3.50465 -6.96175
H -3.08888 -7.21702 -2.34933
Sn -0.21578 -0.77480 -0.60905
H 1.05050 -2.15394 2.27339
H 5.17345 -1.55849 1.05372
H -2.62384 5.52319 -7.85329
H 3.81799 -5.34105 -3.89467
C -2.84084 3.66411 -5.02968
Si -0.43846 -4.20565 -1.73234
H -1.48052 -0.79138 4.89869
P 2.34386 -0.72686 0.05109
H 3.30519 -3.70293 -3.45617
H -1.50009 0.92465 -3.81925
C -1.70111 3.91163 -2.80499
H 3.56203 -5.93087 -1.38320
H 1.02502 -6.60884 -4.08375
H 2.98800 4.17612 2.70061
C 2.95265 -4.69016 -3.76010
C -0.56648 1.44421 -4.03921
H -3.24992 -8.07034 -0.80739
C 2.88038 3.28461 2.09393
H 3.26997 -0.00032 -3.46724
H -4.29303 3.92412 1.48014
H 0.84391 -7.05931 -2.38649
C 4.42489 -1.55469 1.84278
C -2.48439 -2.64954 3.06400
H -4.30382 1.47544 1.72033
H -4.03335 -5.73811 -0.00426
H -2.54572 -5.42174 -3.77062
C -2.44284 5.20241 -6.83617
H -1.72227 -8.13839 -1.70481
C -2.40852 -1.12497 2.98170
C -3.07165 4.07099 -6.33505
H -1.18457 0.51383 3.74173
C 1.61948 2.76854 1.90021
C -1.46302 -6.64999 0.65019
H 2.39389 -7.31815 -3.21049
H 1.94550 0.55093 -2.43482
C -2.56384 -7.49968 -1.43565
C -3.31962 -2.77989 -3.96156
H -3.37010 -3.04607 2.56558
C -3.70707 -1.19720 0.36405
C -3.19540 -5.26158 -0.51722
C -2.22300 1.22954 1.26181
H -3.54386 -4.90378 -1.48744
H -0.68693 6.08214 -4.07840
H 4.70132 0.96765 0.48472
C -1.91079 -3.35336 -3.94528
H -0.66399 -7.37998 0.51095
C 2.56699 0.93793 0.66670
H -1.03473 -1.46958 -4.53660
C 2.67616 -5.29353 -1.34867
O -1.01476 -5.71993 -1.50781
C -1.35525 5.51069 -4.71244
C -3.38485 1.98150 1.45634
H 0.22409 0.69572 -4.09667
H -2.86487 -4.40486 0.07146
C -3.82135 -0.59634 -1.03754
H 4.83997 -2.31886 -0.94222
H 1.47835 4.59382 -2.92421
H -0.32885 -1.01950 3.58314
S -0.07354 -3.27219 0.10666
H -3.72351 -2.77823 -4.97584
C -1.97596 4.37385 -4.19803
H -3.90708 0.49250 -0.98982
H -2.22348 -7.08739 1.30015
H 5.32100 -0.62709 -1.13355
N 0.15299 1.10185 0.83408
C -0.99146 1.86810 0.98353
C 2.04917 -1.81231 2.54113
H -2.96634 -0.84459 -1.66576
H 0.05496 -2.85919 -4.65717
H 2.96719 -2.84833 0.89825
H 4.46368 -0.58707 2.34463
*
```

=====

No. 3
Below is a molecular structure, C23H16Br4N4O2ReSSe2, with properties calculated with wB97M-V/def2-TZVPD.

Results
- HOMO-LUMO gap (spin up / spin down) (eV) = 5.90 / 5.97
- relative energy (zero: lowest compared OMol25 entry of this formula, charge and spin) (kcal per mole) = 0.0
- expectation value of S² = 0.756

Structure (ORCA input):
```
! wB97M-V def2-TZVPD RIJCOSX def2/J DEFGRID3
* xyz 2 2
C -4.56343 -3.42373 0.55665
H 1.22086 1.18579 -0.57240
Br -1.73533 6.37599 -1.32815
C -3.73107 2.73975 -1.03651
H -5.61044 -4.31243 -1.09318
H 0.68181 1.07440 5.75971
C -4.79532 -3.66872 -0.78848
C 0.26981 0.81538 4.79238
H 3.58415 -0.11303 -3.33743
H 5.90455 0.59099 -3.83969
C 1.82079 -0.71216 -0.90842
Se -0.94080 -2.62239 2.77759
C 6.47648 -1.13555 -0.97991
Se -3.23841 -2.25858 2.78241
N -0.75697 0.14088 2.31995
C -0.58976 1.43809 2.65959
H 2.92512 0.96635 -0.97612
C 4.39499 -0.37344 -2.66729
H 7.28806 -1.43775 -0.33158
N 2.00927 0.57646 -0.79785
H -2.23979 -1.84279 -1.99877
S 0.24369 -1.52036 -0.67063
H 0.02951 2.85187 4.12401
C 6.73432 -0.37093 -2.10958
H 7.74977 -0.07765 -2.34073
C 0.05603 -0.51678 4.45889
C 4.15236 -1.12590 -1.52601
H -0.85844 2.17921 1.92293
C 5.17710 -1.51518 -0.67788
C -2.92127 -2.29430 -1.28871
Br 0.67869 4.24195 -0.41159
H 4.96078 -2.10723 0.20318
C -3.94831 -3.10325 -1.72662
H 2.59027 -2.52791 -1.24706
Br -5.43387 1.99474 -1.24864
H -4.07031 -3.28410 -2.78507
N 2.80095 -1.54105 -1.22285
Br -4.81313 5.24359 -1.76411
C -2.12598 4.56924 -1.06094
Re -1.38217 -0.33738 0.37755
C -0.48288 -0.81834 3.22723
C -1.10322 3.70544 -0.67851
C -0.08528 1.80294 3.89042
N -2.71585 -2.01024 0.01295
C 5.69799 0.01028 -2.95076
C -2.69429 1.91428 -0.64121
H 0.27093 -1.31519 5.15539
O -0.51623 1.39954 -0.15486
C -1.40502 2.36838 -0.47435
C -3.44086 4.08705 -1.24507
H -5.17014 -3.88524 1.32357
O -2.82556 0.56545 -0.37998
C -3.52415 -2.58648 0.91651
*
```

=====

No. 4
Below is a molecular structure, C28H25Cl2N5O3STa in a non-equilibrium geometry, with properties calculated with wB97M-V/def2-TZVPD.

Results
- HOMO-LUMO gap (eV) = 7.00
- relative energy (zero: lowest compared OMol25 entry of this formula, charge and spin) (kcal per mole) = 6.3

Structure (ORCA input):
```
! wB97M-V def2-TZVPD RIJCOSX def2/J DEFGRID3
* xyz 1 1
H -1.32093 3.67504 -3.60467
C -2.48175 0.83492 2.12672
C 3.33261 3.03121 1.08540
C 0.84343 -2.87179 1.48962
H -1.20339 -2.64579 0.86260
H 3.39716 -5.06685 1.88075
C 2.34677 2.41235 0.34785
H -2.65655 1.65120 4.10184
H 1.68215 3.28103 -4.67032
S 0.30405 1.96431 -3.28042
O -4.02856 -1.00091 -1.38624
H -1.12255 2.61531 -5.04634
H 2.29588 3.17431 -3.00177
C 1.90438 2.88424 2.99267
H 3.04110 -0.41412 -0.92692
H 1.38992 -0.76847 -2.52744
C 1.54309 -1.86001 0.80928
H 2.47164 2.21173 -0.70687
C -2.86865 -0.76960 -1.13164
H 1.02897 -2.47653 -4.28587
C -3.14427 0.15011 1.10584
H 4.57184 -1.26674 -0.63708
C -1.80868 -1.24245 -2.08575
C 0.40608 -1.18220 -2.71009
N -1.14349 1.20557 1.81917
C 1.53092 -4.01543 1.86588
N 1.18715 2.02805 0.88946
N -2.34514 -0.11190 -0.04443
C -4.45433 -0.26447 1.29275
C 3.56097 -3.15965 0.91655
H 3.94813 -0.11376 0.54842
Cl -6.73002 -0.55102 2.67883
N -0.58472 -0.73314 -1.92869
C -0.62185 -2.70553 1.78676
H -1.26410 -3.42937 -4.58547
H -0.99723 -3.54429 2.37080
H 0.99991 -4.79874 2.39408
H -2.01418 2.02507 -3.61708
H 4.26307 3.31203 0.61157
O -0.53993 1.93291 3.94657
H 1.65923 3.04082 4.03334
C -4.45966 0.70255 3.48891
C -1.07701 -2.66239 -3.84527
H -4.97653 -0.79417 0.51612
Cl -5.24840 1.07532 4.97528
C 3.10894 3.27353 2.43442
O 0.09942 2.02429 -1.76711
C -5.10863 0.00170 2.48485
C 1.40837 3.32135 -3.61545
C 2.87917 -4.16509 1.58139
H -0.81007 -1.78644 2.34753
C -1.19209 2.65343 -3.95850
H 0.92716 4.26570 -3.36704
C 3.66418 -0.89053 -0.16627
H -3.11453 -2.57084 -3.09967
C 0.97479 2.25502 2.18882
H 3.86563 3.75511 3.03916
C 2.91203 -1.99774 0.52496
Ta -0.33061 0.55194 -0.01652
H 4.61674 -3.27611 0.69990
C -3.14920 1.11652 3.30921
C -2.10010 -2.20395 -3.03429
C 0.19961 -2.13938 -3.67989
N 0.85837 -0.71856 0.41148
C -0.32570 1.77127 2.76834
*
```

=====

No. 5
Below is a molecular structure, C2H7OS in a non-equilibrium geometry, with properties calculated with wB97M-V/def2-TZVPD.

Results
- HOMO-LUMO gap (eV) = 5.86
- relative energy (zero: lowest compared OMol25 entry of this formula, charge and spin) (kcal per mole) = 51.7

Structure (ORCA input):
```
! wB97M-V def2-TZVPD RIJCOSX def2/J DEFGRID3
* xyz -1 1
H 0.81384 1.44315 -0.48603
S 1.88573 -0.71770 0.01534
C -0.40138 0.44034 1.14584
H -1.45475 0.67116 0.94938
H 1.32279 -1.81506 0.58040
H -0.33303 -0.12323 -1.02739
H -0.70502 -0.09323 -2.61184
O -1.13718 -0.57952 -1.90618
C 0.48427 0.47869 -0.09239
H -0.02126 0.92900 2.03931
H -0.45403 -0.63360 1.39355
*
```

=====

No. 6
Below is a molecular structure, C6H23B2LiN in a non-equilibrium geometry, with properties calculated with wB97M-V/def2-TZVPD.

Results
- HOMO-LUMO gap (spin up / spin down) (eV) = 10.58 / 4.74
- expectation value of S² = 0.755

Structure (ORCA input):
```
! wB97M-V def2-TZVPD RIJCOSX def2/J DEFGRID3
* xyz 0 2
H -19.06265 4.94564 -0.83213
H -18.83132 3.71301 -2.10004
B -17.03028 3.54021 1.06205
H -15.04852 3.34419 -1.24541
H -17.62024 3.00670 1.79113
H -20.44519 4.11219 -1.61983
H -17.29890 5.14847 -3.48707
B -19.43160 4.02635 -1.25997
H -17.05212 2.42125 -2.17613
C -16.57275 5.82575 -3.03749
C -15.57603 7.19928 -0.52439
C -15.64194 6.33672 -4.12668
H -15.61925 1.84525 -2.88740
H -14.63217 5.40042 -0.29911
C -15.35483 3.80872 -2.18268
H -16.88165 2.91919 0.19229
H -19.37426 3.25450 -0.50817
H -17.58614 4.43944 0.84605
H -14.87571 5.63553 -4.45732
H -16.50388 7.07306 0.03351
H -16.06398 3.81693 1.45437
Li -17.45804 4.16833 -0.91790
H -16.69788 3.06000 -3.76260
H -15.07713 7.17381 -3.71634
H -14.16645 6.09365 -1.83646
C -16.23834 2.74035 -2.82732
H -17.22770 6.60171 -2.64123
H -14.83447 7.69449 0.10248
N -15.98981 5.08741 -1.89538
H -14.51425 3.83018 -2.87627
H -15.81763 7.94475 -1.28202
C -15.01571 5.92467 -1.17441
H -16.23603 6.68324 -4.97231
*
```